{"formula": "CH3N3O2", "method": "ωB97M-V/def2-TZVPD", "species": ["H", "N", "C", "H", "O", "H", "N", "O", "N"], "coordinates": [[-2.821, -0.251, 1.447], [-1.833, -0.286, 1.323], [2.504, -0.347, -1.007], [-1.128, -0.841, 1.801], [-2.070, 0.696, -0.562], [1.799, 1.448, -1.482], [1.748, 0.605, -0.915], [3.091, -1.311, -0.865], [-1.288, 0.286, 0.261]], "atomic_forces_ev_per_a": [[-0.8, -0.4, 0.1], [1.7, 0.1, -0.2], [-2.0, 2.6, 0.5], [-0.9, 0.3, 0.4], [-0.1, 0.3, 0.3], [0.0, -0.5, 0.2], [0.5, 0.2, -0.7], [1.6, -2.4, -0.1], [-0.1, -0.3, -0.6]], "relative_energy_kcal_mol": 67.09, "e_homo_ev": -9.398, "molar_mass_g_mol": 89.05}

{"formula": "C24H30F3N12OS2Zr", "method": "ωB97M-V/def2-TZVPD", "species": ["N", "O", "H", "C", "H", "N", "C", "H", "H", "N", "C", "Zr", "C", "H", "C", "H", "N", "C", "H", "H", "H", "N", "H", "C", "C", "H", "H", "C", "N", "C", "H", "C", "C", "C", "H", "C", "H", "H", "H", "F", "N", "H", "H", "H", "S", "C", "H", "C", "H", "H", "H", "F", "N", "C", "C", "C", "N", "F", "N", "C", "S", "C", "C", "H", "H", "H", "H", "C", "H", "N", "N", "C", "H"], "coordinates": [[-2.396, 0.516, 1.412], [1.074, -1.006, -4.981], [-1.148, 3.065, 4.363], [-0.259, -1.832, 1.830], [-3.353, -0.129, -1.249], [-0.471, -0.931, -6.635], [-1.367, 2.453, 2.353], [3.177, -3.398, -2.967], [0.652, -3.101, 4.817], [0.119, 5.177, -0.904], [-2.870, 1.014, 3.728], [-0.292, 0.467, 0.007], [0.933, -0.242, 3.065], [1.935, -3.372, -1.716], [-0.776, -4.129, 2.738], [4.360, 0.299, -0.890], [-1.445, 0.035, -2.028], [-0.117, 3.928, -0.536], [0.908, -1.602, -1.247], [0.134, 5.952, -0.256], [-2.352, 3.978, 3.464], [0.253, -0.599, 1.959], [-2.673, 1.616, 4.601], [-3.817, -0.012, 3.775], [-0.677, -0.107, -3.112], [-3.483, -1.033, 0.588], [-0.619, 4.297, 3.251], [-0.080, -0.866, -5.357], [-0.163, 3.686, 0.817], [-1.140, -0.629, -4.309], [5.016, -2.751, -2.140], [-0.140, -2.763, 2.870], [-1.364, 3.518, 3.395], [2.481, -2.759, -2.436], [5.057, -1.064, -2.663], [2.939, 1.364, 0.106], [1.553, 2.369, 0.929], [-4.350, -1.028, -3.324], [1.811, -2.298, -3.163], [-0.283, -4.787, 1.682], [1.694, 1.471, 0.478], [4.842, 2.165, 0.131], [-2.893, -1.417, -5.298], [1.656, -0.818, 4.990], [-1.043, -2.054, 0.282], [-2.225, 1.251, 2.534], [-4.821, -1.496, 2.578], [0.546, -2.393, 4.005], [0.364, 0.176, -3.033], [0.195, 5.397, -1.886], [1.339, 0.762, 3.077], [-2.104, -4.000, 2.561], [1.311, -0.722, -0.942], [-3.299, -0.783, -3.294], [2.616, -0.740, -1.116], [-2.478, -0.979, -4.399], [-0.774, 2.496, 1.210], [-0.572, -4.863, 3.828], [3.259, -1.716, -1.742], [4.719, -1.742, -1.876], [-0.329, 2.697, -1.657], [-3.328, -0.437, 1.472], [-2.747, -0.289, -2.129], [0.228, -1.106, -7.342], [-0.331, 4.481, 1.423], [5.204, -1.516, -0.926], [-1.404, -0.704, -6.930], [-4.072, -0.717, 2.618], [-4.351, -0.230, 4.689], [3.878, 2.275, 0.399], [3.389, 0.295, -0.620], [1.104, -1.114, 4.111], [3.655, 3.073, 0.970]], "atomic_forces_ev_per_a": [[-0.1, -0.3, 0.2], [0.0, 0.0, 0.0], [0.0, 0.0, 0.0], [-0.2, 0.0, -0.3], [0.0, 0.0, 0.0], [0.0, 0.0, 0.0], [-0.1, -0.2, -0.2], [0.0, 0.0, 0.0], [0.0, 0.0, 0.0], [0.0, -0.1, 0.1], [-0.2, -0.2, -0.2], [0.1, 0.0, -0.1], [-0.1, -0.3, 0.1], [0.0, 0.0, 0.0], [0.0, 0.0, 0.0], [0.0, 0.0, 0.0], [0.1, -0.2, 0.2], [0.0, 0.2, 0.0], [0.0, 0.1, 0.0], [0.0, 0.0, 0.0], [0.0, 0.0, 0.0], [0.1, 0.4, 0.0], [0.0, 0.0, 0.0], [0.0, 0.0, -0.1], [-0.1, -0.1, -0.1], [0.0, 0.0, 0.0], [0.0, 0.0, 0.0], [0.1, 0.0, 0.0], [-0.1, 0.0, 0.1], [0.0, 0.0, 0.0], [0.0, 0.0, 0.0], [0.0, 0.1, 0.0], [0.0, 0.0, 0.0], [0.0, 0.1, 0.1], [0.0, 0.0, 0.0], [0.1, -0.2, 0.0], [0.1, -0.1, 0.1], [0.0, 0.0, 0.0], [0.0, 0.0, 0.0], [0.0, 0.0, 0.1], [-0.1, 0.2, 0.0], [0.0, 0.0, 0.0], [0.0, 0.0, 0.0], [0.0, 0.0, 0.0], [0.1, 0.0, 0.1], [0.4, 0.5, 0.0], [0.0, 0.0, 0.0], [0.0, -0.1, 0.1], [0.0, -0.1, -0.1], [0.0, 0.0, 0.0], [0.0, 0.0, 0.0], [0.1, 0.0, 0.0], [-0.1, 0.0, -0.1], [0.1, 0.1, 0.1], [0.1, -0.1, 0.0], [-0.1, 0.0, 0.0], [0.1, 0.3, 0.1], [0.0, 0.0, 0.0], [0.0, 0.0, 0.0], [0.0, 0.0, 0.1], [-0.1, -0.3, 0.1], [0.0, 0.0, 0.1], [0.0, 0.0, -0.1], [0.0, 0.0, 0.0], [0.0, 0.0, -0.1], [0.0, 0.0, 0.0], [0.0, 0.0, 0.0], [0.1, 0.0, -0.1], [0.0, 0.0, 0.0], [-0.1, 0.0, 0.0], [0.0, 0.0, -0.1], [0.0, 0.1, -0.1], [0.0, 0.0, 0.0]], "relative_energy_kcal_mol": 15.56, "e_homo_ev": -16.014, "molar_mass_g_mol": 714.94, "total_charge": 3}

{"formula": "C35H62CuO5P2Se", "method": "ωB97M-V/def2-TZVPD", "species": ["H", "H", "H", "C", "H", "C", "H", "H", "H", "C", "Cu", "H", "H", "H", "H", "C", "H", "H", "H", "H", "O", "H", "C", "H", "Se", "H", "C", "C", "H", "O", "C", "P", "H", "H", "H", "H", "H", "C", "C", "C", "H", "C", "O", "C", "C", "H", "H", "H", "H", "C", "H", "H", "H", "H", "H", "H", "H", "H", "H", "H", "C", "H", "O", "C", "H", "C", "H", "C", "C", "H", "C", "H", "C", "O", "C", "H", "H", "C", "C", "H", "H", "C", "H", "C", "C", "H", "C", "P", "H", "C", "H", "H", "C", "H", "H", "H", "C", "H", "H", "C", "H", "H", "H", "H", "C", "C"], "coordinates": [[3.152, -2.864, 0.182], [1.210, -2.325, 2.993], [1.651, 3.275, 1.812], [1.810, -4.197, -0.847], [-3.186, 1.557, -3.921], [2.419, -0.368, 2.046], [-2.006, -5.669, -2.564], [3.425, -5.081, -1.986], [-1.300, 3.525, 2.529], [0.791, 3.839, 2.183], [-1.552, -0.582, -0.413], [4.374, 0.499, 2.316], [-1.270, -4.609, -6.113], [3.192, -3.342, -2.267], [1.851, 1.790, 3.611], [-1.905, -1.184, 4.054], [-3.546, 7.465, -5.430], [2.571, -0.781, -0.946], [-2.423, -2.145, 4.137], [-2.315, -0.726, 6.117], [-1.618, 0.383, 1.270], [1.474, 3.445, 5.519], [-2.473, -3.334, -3.965], [3.432, -4.583, 0.532], [-1.746, 2.107, -1.755], [-2.472, 1.989, -5.476], [-3.136, 2.337, -4.678], [-1.450, -0.761, 5.450], [-4.129, 2.483, -5.113], [-0.954, -1.698, -1.829], [-0.589, -4.215, -5.356], [-0.585, -3.146, -1.633], [2.054, -4.505, -2.965], [-2.184, -2.300, -4.162], [-3.179, -3.662, -4.730], [0.018, 4.417, -0.979], [-1.533, 4.688, -0.226], [1.085, -5.513, -0.591], [1.384, 0.723, -0.017], [-1.249, -4.242, -3.984], [1.533, -2.535, 5.451], [-0.389, -1.710, 6.009], [0.912, -3.089, -1.012], [3.502, 0.641, 1.673], [-2.492, 7.270, -5.216], [2.147, 4.677, 3.641], [2.036, -3.747, 1.247], [0.410, -5.423, 0.260], [0.647, 4.658, 1.478], [0.360, -2.246, 3.670], [-0.830, -2.706, 6.140], [0.489, -5.803, -1.458], [-0.592, 6.088, -0.817], [-2.631, -0.478, 3.645], [-3.254, 4.726, -5.805], [1.823, -6.293, -0.393], [-0.702, 2.642, 1.156], [-0.064, -1.376, 6.997], [0.556, 0.694, -0.722], [0.507, 5.280, 3.774], [-1.619, -5.668, -3.585], [-0.321, -3.190, -5.618], [-1.492, -4.029, -0.862], [1.096, 4.379, 3.586], [2.779, 0.804, -1.658], [-2.622, 3.624, -4.087], [-0.056, -3.257, 3.749], [-0.873, 5.050, -1.020], [-0.742, -1.370, 3.064], [-1.140, -1.925, 2.207], [-2.767, 4.791, -4.833], [0.841, 1.181, 4.905], [2.664, -3.826, 0.356], [-0.231, -3.764, -3.083], [1.137, -0.209, 1.178], [1.319, -0.854, 5.014], [-1.193, 1.629, 3.702], [-1.709, 6.064, -3.137], [0.806, -1.817, 5.063], [-1.042, 0.253, 5.425], [0.318, -4.823, -5.347], [2.671, 0.283, -0.706], [4.622, -0.287, 0.073], [-2.319, 6.025, -4.383], [2.678, -4.291, -2.098], [4.411, 1.443, -0.104], [0.793, 3.330, 4.673], [-0.384, 0.174, 2.113], [-1.976, 7.185, -6.176], [-1.999, 3.669, -2.824], [1.455, 1.769, 0.294], [2.820, -1.374, 1.899], [-0.444, 2.944, 2.176], [-0.736, -6.311, -3.633], [-0.219, 3.475, 5.066], [-1.349, 7.016, -2.752], [-0.273, 1.707, 3.114], [0.895, -1.191, 0.752], [-2.091, 8.144, -4.700], [3.899, 0.525, 0.196], [-2.377, -6.068, -4.263], [2.198, -0.290, 3.113], [3.139, 1.654, 1.871], [-2.967, -3.375, -2.992], [-1.545, 4.923, -2.357], [0.883, 1.915, 4.101]], "atomic_forces_ev_per_a": [[0.0, 0.0, 0.0], [0.0, 0.0, 0.0], [0.0, 0.0, 0.0], [0.1, -0.1, 0.0], [0.0, 0.0, 0.0], [0.0, 0.1, 0.1], [0.0, 0.0, -0.1], [0.0, 0.0, 0.0], [0.0, 0.0, 0.0], [0.0, 0.0, 0.0], [-0.1, 0.2, -0.3], [0.0, 0.0, 0.0], [0.0, 0.0, 0.0], [0.0, 0.0, 0.0], [0.0, 0.0, 0.0], [0.0, 0.0, 0.0], [0.0, 0.0, 0.0], [0.0, 0.0, 0.0], [0.0, 0.0, 0.0], [0.0, 0.0, 0.0], [-0.2, -0.2, -0.6], [0.0, 0.0, 0.0], [0.0, 0.0, 0.0], [0.0, 0.0, 0.0], [0.1, 0.1, 0.2], [0.0, 0.0, 0.0], [0.0, 0.0, 0.0], [0.0, 0.0, 0.0], [0.0, 0.0, 0.0], [-0.2, 0.2, 0.2], [0.0, 0.0, 0.0], [0.3, -0.2, 0.2], [0.1, 0.0, 0.0], [0.0, -0.1, 0.0], [0.0, 0.0, 0.0], [0.0, 0.0, 0.0], [0.0, 0.0, 0.0], [-0.1, 0.0, 0.0], [0.0, 0.0, 0.0], [-0.1, -0.1, -0.1], [0.0, 0.0, 0.0], [0.0, 0.0, 0.0], [-0.2, 0.1, 0.0], [-0.1, 0.0, 0.0], [0.0, 0.0, 0.0], [0.0, 0.0, 0.0], [0.0, 0.0, 0.0], [0.0, 0.0, 0.0], [0.0, 0.0, 0.0], [0.0, 0.0, 0.0], [0.0, 0.0, 0.0], [0.0, 0.0, 0.1], [0.0, 0.0, 0.0], [0.0, 0.0, 0.0], [0.0, 0.0, 0.0], [0.0, 0.0, 0.0], [0.0, 0.0, 0.0], [0.0, 0.0, 0.0], [-0.1, 0.0, 0.0], [0.0, 0.0, 0.0], [0.0, 0.0, 0.0], [0.0, 0.0, 0.0], [0.0, 0.0, 0.0], [0.0, 0.0, 0.0], [0.0, 0.0, 0.0], [0.0, 0.0, 0.0], [0.0, 0.0, 0.0], [0.0, 0.0, 0.0], [0.0, 0.1, 0.1], [0.0, 0.0, -0.1], [0.0, 0.0, 0.0], [0.0, 0.0, 0.0], [0.0, 0.0, 0.0], [0.0, 0.1, 0.1], [0.0, 0.1, 0.1], [0.0, 0.1, 0.0], [0.0, 0.0, 0.0], [0.0, 0.0, 0.0], [-0.1, 0.0, 0.0], [0.0, 0.0, 0.0], [0.0, 0.0, 0.0], [0.0, 0.0, 0.0], [0.0, 0.0, 0.0], [0.0, 0.0, 0.0], [0.0, 0.0, -0.1], [0.0, 0.0, 0.0], [0.0, 0.0, 0.0], [0.6, -0.2, 0.6], [0.0, 0.0, 0.0], [0.1, 0.0, 0.0], [0.0, 0.0, 0.0], [0.0, 0.0, 0.0], [0.0, 0.0, -0.1], [0.0, 0.0, 0.0], [0.0, 0.0, 0.0], [0.0, 0.0, 0.0], [0.0, -0.1, -0.1], [-0.1, -0.1, -0.1], [0.0, 0.0, 0.0], [0.0, 0.0, 0.0], [0.0, 0.0, 0.0], [0.0, 0.0, 0.0], [0.0, 0.0, 0.0], [0.0, 0.0, -0.1], [0.0, 0.0, -0.1], [0.0, 0.0, 0.0]], "relative_energy_kcal_mol": 1.00, "e_homo_ev": -3.109, "molar_mass_g_mol": 767.33, "total_charge": -1}